[1]
The following is a DFT calculation (ωB97M-V with the def2-TZVPD basis set) of 2 unconnected molecules or ions with the total composition C3H10N2O at a distorted geometry.

CARTESIAN COORDINATES (ANGSTROEM)
C: -0.02566 1.18213 1.57894
C: -0.47099 0.01244 2.18837
N: -1.38370 -0.85573 1.49574
H: 0.91805 1.72268 1.95653
H: -0.64948 1.58483 0.71351
H: -0.08587 -0.52381 3.11374
H: -1.49301 -1.77265 1.81612
H: -1.29531 -0.73959 0.47423
N: 1.53330 -0.29664 -1.12210
C: 0.52435 0.25400 -1.92756
O: -0.75305 0.04272 -1.28060
H: 2.27651 -0.76991 -1.68779
H: 1.06771 -0.92715 -0.50135
H: 0.58629 -0.15862 -2.92169
H: 0.60263 1.28773 -1.85395
H: -1.35179 -0.04245 -2.04213

- LUMO level: 0.7 eV
- Spin multiplicity: 1
- E_tot: -8298.8161 eV
- E_HOMO: -7.6 eV
- Gap between HOMO and LUMO: 8.3 eV
- ΔE to the lowest compared entry with this formula, charge and spin: 259.3 kJ/mol

=====

[2]
The following is a DFT calculation (ωB97M-V with the def2-TZVPD basis set) of 2 unconnected molecules or ions with the total composition C3H10N2O at a distorted geometry.

CARTESIAN COORDINATES (ANGSTROEM)
N: 0.34975 1.47486 1.52164
C: 0.36385 1.67305 2.90749
O: -0.02480 0.90853 3.76162
H: -0.27725 0.84609 0.92617
H: 0.73308 2.23038 1.01266
H: 0.86251 2.66628 3.08686
C: 0.38308 -0.36302 -2.06482
C: -0.61664 -1.27659 -1.50463
N: -0.63578 -1.09217 -0.04685
H: 1.36524 -0.56470 -1.63313
H: 0.64114 -0.66784 -3.11168
H: 0.17441 0.71051 -1.92029
H: -1.64549 -1.09071 -1.93083
H: -0.41383 -2.30996 -1.82939
H: -1.51269 -1.54389 0.39554
H: 0.25340 -1.60083 0.42964

- LUMO level: 0.9 eV
- Spin multiplicity: 1
- E_tot: -8300.4202 eV
- E_HOMO: -9.7 eV
- Gap between HOMO and LUMO: 10.5 eV
- ΔE to the lowest compared entry with this formula, charge and spin: 104.6 kJ/mol

=====

[3]
The following is a DFT calculation (ωB97M-V with the def2-TZVPD basis set) of 2 unconnected molecules or ions with the total composition C3H10N2O at a distorted geometry.

CARTESIAN COORDINATES (ANGSTROEM)
C: 1.02623 2.25716 -1.07521
C: 0.58047 0.76479 -1.09624
N: 0.29090 -1.96736 0.20321
C: 0.74914 -0.86592 0.68647
N: 0.30650 0.34327 0.29633
H: 0.18654 2.90761 -0.84652
H: 1.82035 2.38289 -0.35082
H: 1.33821 2.44846 -2.09978
H: -0.27946 0.61683 -1.74540
H: 1.44983 0.22144 -1.46467
H: -0.17931 -1.93860 -0.69703
H: 0.42177 -2.93425 0.46922
H: 1.31485 -0.81800 1.62048
H: -2.91501 0.04222 1.54545
H: -1.62973 0.03348 0.81316
O: -2.41054 -0.51570 0.94635

- Charge: +1
- LUMO level (alpha / beta): -4.8 / -7.2 eV
- Spin multiplicity: 2
- E_tot: -8291.8013 eV
- E_HOMO (alpha / beta): -15.1 / -15.1 eV
- Gap between HOMO and LUMO (alpha / beta): 10.3 / 7.9 eV
- ΔE to the lowest compared entry with this formula, charge and spin: 176.4 kJ/mol

=====

> Which of these has the highest ΔE to the lowest compared entry with this formula, charge and spin?

number 1